(1)
{"formula": "C32H27EuF9N7O6S", "method": "the ωB97M-V functional and the def2-TZVPD basis", "elements": ["Eu", "O", "C", "C", "C", "C", "C", "C", "C", "N", "C", "C", "N", "H", "H", "H", "H", "H", "H", "H", "O", "S", "O", "O", "C", "N", "C", "C", "C", "N", "C", "C", "C", "N", "C", "C", "H", "H", "H", "H", "H", "H", "C", "C", "N", "C", "C", "C", "O", "C", "C", "C", "C", "N", "C", "H", "H", "H", "H", "H", "H", "H", "H", "H", "H", "H", "H", "H", "H", "F", "C", "F", "F", "C", "O", "C", "F", "F", "F", "C", "F", "F", "F"], "xyz": [[-0.38, 1.18, 0.13], [0.20, 2.75, -1.39], [0.12, 4.05, -1.42], [0.99, 4.78, -2.29], [0.73, 6.08, -2.63], [-0.34, 6.78, -2.08], [-1.01, 6.22, -1.05], [-0.93, 4.81, -0.78], [-1.78, 4.28, 0.20], [-1.78, 3.11, 0.90], [-2.79, 3.16, 1.80], [-3.49, 4.33, 1.70], [-2.89, 5.04, 0.67], [1.82, 4.29, -2.76], [1.26, 6.55, -3.44], [-0.65, 7.76, -2.47], [-1.72, 6.84, -0.48], [-2.93, 2.36, 2.52], [-4.25, 4.71, 2.36], [-3.27, 5.83, 0.14], [-5.68, -6.27, 2.99], [-7.02, -6.00, 2.47], [-7.45, -4.74, 3.16], [-7.91, -7.13, 2.22], [-6.78, -5.14, 0.88], [-7.48, -5.46, -0.15], [-7.42, -4.58, -1.17], [-6.53, -3.49, -1.16], [-5.77, -3.33, 0.04], [-5.93, -4.17, 1.06], [-4.79, -2.24, 0.26], [-4.47, -1.22, -0.65], [-3.39, -0.36, -0.39], [-2.62, -0.45, 0.72], [-3.05, -1.37, 1.62], [-4.07, -2.31, 1.43], [-8.03, -4.93, -2.07], [-6.41, -2.77, -1.94], [-4.95, -1.04, -1.63], [-3.19, 0.51, -1.03], [-2.58, -1.35, 2.58], [-4.23, -3.09, 2.16], [6.65, -2.15, 0.34], [6.34, -2.07, -1.18], [4.94, -1.71, -1.52], [4.82, -0.95, -2.81], [5.30, 0.48, -2.67], [4.08, -2.74, -1.24], [4.47, -3.91, -0.94], [2.65, -2.45, -1.23], [1.71, -3.53, -1.35], [0.39, -3.22, -1.38], [-0.05, -1.92, -1.12], [0.80, -0.92, -0.91], [2.11, -1.17, -1.01], [7.70, -1.97, 0.48], [6.47, -3.14, 0.77], [6.07, -1.43, 0.95], [6.58, -3.06, -1.62], [7.00, -1.27, -1.58], [3.78, -1.01, -3.11], [5.40, -1.46, -3.63], [4.79, 1.07, -1.89], [5.24, 0.98, -3.60], [6.40, 0.50, -2.45], [2.02, -4.53, -1.43], [-0.37, -3.92, -1.66], [-1.13, -1.69, -0.96], [2.80, -0.34, -0.72], [4.49, 2.60, 2.07], [3.28, 2.31, 1.49], [2.81, 3.50, 0.98], [3.50, 1.59, 0.40], [2.25, 1.57, 2.45], [1.18, 1.22, 1.69], [1.76, 2.57, 3.51], [1.10, 3.56, 2.95], [0.93, 1.91, 4.36], [2.75, 3.16, 4.29], [2.81, 0.25, 2.98], [3.28, -0.45, 1.90], [3.87, 0.36, 3.87], [1.89, -0.57, 3.54]], "max_force_ev_per_a": 4.68, "de_lowest_kcal_mol": 0.0, "charge": -1, "multiplicity": 8, "homo_lumo_gap_ev": [6.07, 6.66], "e_lumo_ev": [1.1700, 1.1661]}


(2)
{"formula": "C32H27F3NP2SY", "method": "the ωB97M-V functional and the def2-TZVPD basis", "elements": ["Y", "F", "C", "F", "F", "C", "C", "C", "C", "N", "C", "S", "H", "H", "H", "C", "C", "P", "C", "C", "C", "C", "C", "C", "C", "C", "C", "C", "C", "C", "P", "C", "C", "C", "C", "C", "C", "C", "C", "C", "C", "C", "C", "H", "H", "H", "H", "H", "H", "H", "H", "H", "H", "H", "H", "H", "H", "H", "H", "H", "H", "H", "H", "H", "H", "H", "H"], "xyz": [[-0.15, 0.08, 0.02], [3.12, -4.65, -2.62], [2.62, -3.48, -3.05], [3.53, -2.54, -2.82], [2.47, -3.58, -4.38], [1.26, -3.25, -2.41], [0.31, -4.23, -2.66], [-0.96, -4.12, -2.13], [-1.25, -3.01, -1.37], [-0.35, -2.05, -1.12], [0.91, -2.14, -1.63], [1.98, -0.82, -1.20], [0.58, -5.09, -3.26], [-1.72, -4.87, -2.30], [-2.24, -2.87, -0.93], [-2.01, 2.78, 1.55], [-1.01, 2.43, 2.66], [-0.49, 0.65, 2.73], [-1.99, -0.26, 3.22], [-2.80, -0.70, 2.16], [-3.97, -1.39, 2.41], [-4.34, -1.66, 3.72], [-3.53, -1.25, 4.77], [-2.36, -0.55, 4.52], [0.79, 0.72, 3.99], [2.08, 0.36, 3.60], [3.14, 0.52, 4.48], [2.91, 1.01, 5.75], [1.62, 1.36, 6.15], [0.56, 1.23, 5.27], [-1.32, 2.59, -0.16], [-0.02, 3.84, -0.28], [-0.22, 5.17, -0.62], [0.86, 6.04, -0.64], [2.13, 5.60, -0.33], [2.34, 4.26, -0.01], [1.27, 3.39, 0.01], [-2.79, 2.89, -1.16], [-3.21, 1.85, -1.99], [-4.40, 1.96, -2.70], [-5.16, 3.11, -2.59], [-4.74, 4.15, -1.77], [-3.56, 4.04, -1.05], [-2.33, 3.82, 1.66], [-2.90, 2.15, 1.62], [-1.43, 2.69, 3.64], [-0.09, 3.01, 2.55], [-2.51, -0.50, 1.13], [-4.60, -1.71, 1.59], [-5.25, -2.21, 3.92], [-3.81, -1.48, 5.79], [-1.73, -0.26, 5.35], [2.25, -0.04, 2.60], [4.14, 0.24, 4.18], [3.73, 1.13, 6.45], [1.45, 1.75, 7.14], [-0.43, 1.54, 5.57], [-1.21, 5.53, -0.88], [0.70, 7.08, -0.91], [2.97, 6.28, -0.35], [3.34, 3.91, 0.22], [1.45, 2.34, 0.25], [-2.60, 0.95, -2.09], [-4.73, 1.15, -3.35], [-6.08, 3.20, -3.14], [-5.34, 5.05, -1.69], [-3.27, 4.85, -0.39]], "max_force_ev_per_a": 2.15, "de_lowest_kcal_mol": 9.5, "charge": 2, "homo_lumo_gap_ev": 7.62, "e_lumo_ev": -6.6501}


(3)
{"formula": "C32H27IN3O3PS2V", "method": "the ωB97M-V functional and the def2-TZVPD basis", "elements": ["V", "O", "C", "O", "C", "C", "C", "C", "C", "C", "C", "C", "C", "N", "H", "H", "H", "H", "H", "H", "S", "C", "N", "C", "C", "C", "C", "C", "C", "S", "H", "H", "H", "H", "C", "P", "C", "C", "C", "C", "C", "C", "C", "C", "C", "C", "C", "C", "H", "H", "H", "H", "H", "H", "H", "H", "H", "H", "H", "H", "H", "N", "C", "O", "C", "I", "H", "H", "H", "H"], "xyz": [[0.16, 0.26, -0.32], [1.44, -0.74, 2.88], [1.47, -0.01, 1.93], [0.39, 0.52, 1.34], [2.70, 0.29, 1.13], [3.98, 0.36, 1.66], [5.03, 0.42, 0.79], [4.80, 0.35, -0.60], [5.85, 0.28, -1.54], [5.59, 0.17, -2.87], [4.26, 0.15, -3.33], [3.21, 0.23, -2.45], [3.45, 0.31, -1.06], [2.41, 0.33, -0.17], [4.12, 0.36, 2.74], [6.05, 0.50, 1.15], [6.87, 0.30, -1.17], [6.40, 0.09, -3.58], [4.07, 0.08, -4.39], [2.20, 0.21, -2.82], [-0.30, 0.80, -2.51], [-0.19, 2.34, -1.75], [0.00, 2.23, -0.46], [0.07, 3.47, 0.18], [0.27, 3.72, 1.53], [0.29, 5.04, 1.96], [0.11, 6.09, 1.06], [-0.07, 5.85, -0.29], [-0.10, 4.53, -0.72], [-0.33, 3.94, -2.35], [0.42, 2.91, 2.23], [0.44, 5.25, 3.00], [0.13, 7.11, 1.42], [-0.20, 6.67, -0.99], [-3.25, 1.30, -0.50], [-2.19, -0.16, -0.21], [-2.57, -0.69, 1.48], [-2.43, 0.27, 2.49], [-2.62, -0.10, 3.81], [-2.95, -1.41, 4.13], [-3.09, -2.36, 3.13], [-2.90, -2.00, 1.80], [-2.81, -1.45, -1.32], [-2.01, -2.13, -2.23], [-2.55, -3.11, -3.05], [-3.90, -3.41, -2.96], [-4.71, -2.74, -2.06], [-4.17, -1.76, -1.25], [-4.27, 1.07, -0.19], [-3.23, 1.55, -1.56], [-2.88, 2.14, 0.09], [-2.17, 1.29, 2.24], [-2.52, 0.64, 4.60], [-3.10, -1.69, 5.17], [-3.36, -3.38, 3.39], [-3.02, -2.74, 1.02], [-0.95, -1.90, -2.32], [-1.92, -3.63, -3.76], [-4.32, -4.18, -3.60], [-5.77, -2.97, -2.00], [-4.81, -1.24, -0.54], [0.30, -3.12, 1.42], [0.69, -2.77, 0.21], [0.39, -1.66, -0.31], [1.47, -3.77, -0.59], [3.53, -3.56, 0.01], [-0.15, -2.46, 2.04], [0.64, -3.97, 1.84], [1.42, -3.55, -1.65], [1.18, -4.79, -0.38]], "max_force_ev_per_a": 2.76, "de_lowest_kcal_mol": 14.9, "charge": 2, "multiplicity": 2, "homo_lumo_gap_ev": [6.43, 7.18], "e_lumo_ev": [-7.5435, -6.7996]}